Entry 1:
A cluster of 10 separate species, C45H70F40O10 in total at a distorted geometry, computed with wB97M-V/def2-TZVPD.

Last column: Löwdin charge in e.
Atoms and positions in Å:
F 19.197363 12.584207 14.799914  0.076
C 19.887880 11.492237 15.235653  -0.216
F 21.219578 11.724227 14.825061  0.044
C 19.752979 11.363433 16.761989  -0.473
F 19.454049 12.538742 17.286560  0.149
F 20.929062 10.922333 17.224675  0.134
C 18.607859 10.355331 17.132068  -0.067
O 17.488498 10.771532 16.405806  0.015
C 16.683119 9.715725 16.038210  -0.495
F 17.355364 8.840530 15.339283  0.188
F 16.124168 9.052174 17.165873  0.092
C 15.538222 10.294121 15.141851  -0.298
F 16.141260 10.786092 14.070690  0.118
F 14.756693 9.263898 14.764667  0.098
H 19.513565 10.680791 14.677116  0.150
H 18.485044 10.470315 18.229875  0.143
H 18.914469 9.318535 16.993699  0.150
H 14.926809 11.062644 15.589206  0.147
F 21.257588 16.829582 9.744937  0.094
C 21.109209 18.093584 10.189113  -0.286
F 22.078405 18.869611 9.616330  0.084
C 19.722798 18.631105 9.804684  -0.458
F 19.535077 18.676158 8.440333  0.105
F 19.730349 19.895844 10.174177  0.153
C 18.527886 17.883838 10.410000  -0.048
O 18.738969 18.004317 11.800776  0.050
C 17.905258 17.153977 12.443297  -0.556
F 16.638158 17.345267 12.089700  0.163
F 18.137995 15.816939 12.174112  0.121
C 18.055280 17.416553 13.959330  -0.269
F 17.478595 18.643643 14.222970  0.074
F 17.330924 16.486380 14.554514  0.108
H 21.311935 18.063820 11.266560  0.172
H 18.580156 16.864526 10.069272  0.143
H 17.583974 18.342129 10.081379  0.160
H 19.112152 17.431186 14.358086  0.193
F 16.385329 11.908910 21.246194  0.118
C 15.802288 12.284033 20.103949  -0.249
F 16.489736 11.565215 19.108439  0.036
C 14.336289 11.863754 20.040185  -0.464
F 13.746372 12.392021 19.006882  0.166
F 13.650056 12.216346 21.181027  0.110
C 14.206388 10.354895 19.848173  -0.082
O 12.934827 9.900656 20.089824  0.080
C 12.211246 9.571225 18.971388  -0.496
F 11.335411 10.622798 18.596130  0.076
F 12.978337 9.282403 17.929153  0.164
C 11.256319 8.421930 19.249542  -0.257
F 10.365677 8.262039 18.251823  0.111
F 12.073419 7.305482 19.230131  0.069
H 15.901205 13.325915 19.859014  0.139
H 14.929443 9.881514 20.500710  0.156
H 14.463255 10.171455 18.802297  0.131
H 10.777868 8.485730 20.227307  0.171
F 12.774975 21.521103 20.808063  0.113
C 12.936783 20.346920 20.201610  -0.317
F 11.823801 19.633871 20.451243  0.104
C 12.952511 20.529532 18.668323  -0.442
F 13.972014 21.372317 18.362070  0.128
F 11.702134 20.919195 18.328695  0.125
C 13.180036 19.266785 17.868700  -0.061
O 14.310655 18.593869 18.338261  0.040
C 15.272837 18.288654 17.447845  -0.511
F 14.898769 17.347749 16.485525  0.102
F 15.599937 19.402575 16.787289  0.163
C 16.528919 17.725150 18.197731  -0.331
F 17.446233 17.571977 17.262465  0.118
F 16.883363 18.626963 19.103496  0.126
H 13.881371 19.952957 20.536963  0.163
H 13.227948 19.618052 16.831384  0.141
H 12.312298 18.631903 17.873370  0.148
H 16.356200 16.721556 18.616171  0.154
F 10.447595 16.006246 21.604779  0.112
C 9.359581 15.743644 20.877460  -0.276
F 9.006144 16.790549 20.023960  0.063
C 9.679379 14.530762 20.026960  -0.461
F 10.571682 14.953397 19.104156  0.122
F 8.539810 14.178676 19.355102  0.120
C 10.216477 13.336471 20.711436  -0.071
O 9.258207 12.962860 21.658023  0.047
C 9.322075 11.627843 21.948240  -0.499
F 9.411675 10.875130 20.805748  0.114
F 10.454652 11.368182 22.676794  0.146
C 8.011853 11.264625 22.633486  -0.253
F 7.958803 9.940978 22.948951  0.093
F 7.854868 11.983548 23.790077  0.094
H 8.475230 15.590889 21.535744  0.183
H 11.172280 13.467993 21.205089  0.143
H 10.336892 12.515088 19.968711  0.150
H 7.206609 11.463260 21.972514  0.163
C 10.815785 12.349677 8.683149  -0.060
C 11.458268 11.104705 9.333439  -0.273
O 11.648195 11.309391 10.721252  -0.160
C 11.895267 10.103699 11.375805  -0.337
C 12.401975 10.318722 12.728971  -0.078
H 10.408793 12.120674 7.690409  0.079
H 10.034666 12.807211 9.296527  0.081
H 11.577664 13.079994 8.596511  0.032
H 10.788592 10.258657 9.255843  0.104
H 12.336834 10.878450 8.720991  0.121
H 10.999623 9.479262 11.284914  0.125
H 12.653769 9.583836 10.769818  0.124
H 11.623248 10.918424 13.229878  0.088
H 13.343761 10.910931 12.752373  0.087
H 12.581257 9.341239 13.177071  0.080
C 13.813032 16.003277 20.470883  -0.057
C 15.099450 16.489295 21.087433  -0.219
O 16.055486 15.376288 20.877556  -0.202
C 17.249284 15.644072 21.580568  -0.314
C 18.358821 14.710928 21.273013  -0.058
H 13.758786 15.914348 19.394588  0.067
H 13.496342 15.079585 20.948431  0.073
H 13.128900 16.781486 20.784343  0.071
H 15.495161 17.412022 20.646510  0.097
H 14.954283 16.599467 22.145035  0.116
H 17.472337 16.713664 21.337227  0.123
H 17.012795 15.659013 22.671158  0.130
H 19.245911 15.074336 21.747987  0.079
H 18.440345 14.682994 20.183060  0.088
H 18.129996 13.750727 21.663803  0.058
C 10.282135 16.427801 12.800212  -0.062
C 11.433402 15.478076 12.992754  -0.337
O 12.100194 15.331241 11.790076  -0.123
C 13.050345 14.274556 11.898269  -0.280
C 13.764858 14.095406 10.612660  -0.062
H 9.724305 16.513957 13.737104  0.079
H 10.695920 17.378959 12.497047  0.066
H 9.585749 15.989116 12.066641  0.087
H 12.072389 15.853927 13.754047  0.091
H 10.978445 14.552668 13.326510  0.111
H 13.767196 14.540507 12.703548  0.120
H 12.646642 13.349742 12.243303  0.088
H 13.139454 13.568616 9.843665  0.065
H 14.626325 13.456653 10.709065  0.071
H 14.111171 15.067285 10.204050  0.090
C 13.342186 23.180932 15.254753  -0.083
C 13.282938 22.324046 14.015485  -0.337
O 13.425984 21.019708 14.416541  -0.150
C 13.303531 20.124059 13.284298  -0.256
C 13.758311 18.809804 13.786441  -0.069
H 13.459789 24.189876 14.948955  0.055
H 12.512692 23.050751 15.995411  0.089
H 14.280420 22.979647 15.808150  0.083
H 12.321178 22.530714 13.491787  0.130
H 14.120366 22.680759 13.387639  0.126
H 12.293807 20.148895 12.856844  0.125
H 13.902715 20.455811 12.510888  0.090
H 14.755336 18.937821 14.186570  0.062
H 13.893938 18.011650 13.041724  0.087
H 13.024363 18.528630 14.524833  0.071
C 12.098508 13.391255 16.110328  -0.061
C 13.474974 14.028276 16.209379  -0.246
O 14.479901 13.098609 15.744997  -0.174
C 15.672396 13.756681 15.456773  -0.284
C 16.519532 14.030481 16.701323  -0.049
H 11.832376 13.018827 15.116759  0.063
H 11.875222 12.563958 16.785665  0.060
H 11.404911 14.182862 16.338069  0.068
H 13.459267 14.899348 15.481076  0.114
H 13.514153 14.506538 17.183696  0.099
H 16.126327 13.101088 14.709442  0.112
H 15.415704 14.720866 14.967079  0.105
H 17.593212 14.413890 16.630842  0.098
H 16.612361 13.034893 17.250668  0.071
H 16.020382 14.731545 17.363913  0.045

Atoms 1-3, force components in eV/Å:
-0.002 -0.195 0.330
1.413 2.279 -1.144
-1.534 -0.519 0.920

Calculated total energy: -6503.60770 a.u.
HOMO-LUMO gap: 10.1 eV

***

Entry 2:
A cluster of 7 separate species, C46H53F49N4O7 in total at a distorted geometry, computed with wB97M-V/def2-TZVPD.

Last column: Löwdin charge in e.
Atoms and positions in Å:
C 2.577026 -3.219607 2.541959  -0.096
C 1.352592 -2.960662 1.476514  -0.244
F 1.945948 -2.127664 0.365374  -0.152
C 0.281550 -1.933524 2.248344  -0.207
N 0.047751 -2.372740 3.675122  -0.068
C -1.045614 -1.522003 4.356085  -0.251
C -2.491043 -2.120067 3.894811  -0.149
O -2.885870 -3.173412 4.888517  -0.213
C -4.055769 -3.920630 4.347093  -0.188
C -5.500780 -3.424589 4.939649  -0.159
C -6.061370 -2.013125 4.321283  -0.189
C -6.380122 -2.058888 2.698657  -0.114
C -7.870278 -2.531116 2.107876  -0.023
C -8.243494 -2.552810 0.489733  -0.072
C -7.147506 -2.074738 -0.658781  -0.084
C -5.662023 -1.629116 -0.103304  -0.075
C -5.285098 -1.609779 1.522852  -0.026
C -0.829090 0.079928 4.225683  -0.088
C -1.841083 0.905399 3.255313  -0.549
N -1.173933 2.281938 3.032531  0.010
N -3.193341 1.262109 3.909409  0.052
N -2.004400 0.334984 1.847525  0.053
H 2.784565 -2.207015 3.136499  0.098
H 2.266524 -4.083433 3.267898  0.083
H 3.578732 -3.431570 1.943946  0.089
H 0.841504 -3.931501 1.068447  0.147
H -0.705499 -1.976011 1.617166  0.102
H 0.763913 -0.859680 2.136777  0.125
H -0.206611 -3.391274 3.718350  0.120
H -0.930757 -1.788850 5.515010  0.157
H -3.379815 -1.362388 3.875950  0.090
H -2.326054 -2.702069 2.883084  0.125
H -3.906373 -5.041316 4.730814  0.119
H -4.084478 -3.966701 3.178124  0.127
H -6.294729 -4.258534 4.632798  0.115
H -5.532951 -3.371692 6.114206  0.124
H -7.118415 -1.821169 4.841494  0.111
H -5.400789 -1.072839 4.639465  0.104
H -8.728419 -2.860416 2.837180  0.084
H -9.317028 -2.873437 0.079219  0.085
H -7.363626 -2.052828 -1.815410  0.079
H -4.831457 -1.292784 -0.884350  0.077
H -4.201653 -1.254351 1.785584  0.037
H -0.937853 0.547996 5.318468  0.135
H 0.290523 0.340809 3.904017  0.124
H -0.261127 2.142288 2.503430  0.074
H -1.817628 2.830451 2.390221  0.078
H -3.974368 0.735306 3.458971  0.049
H -3.342766 2.295661 3.897447  0.077
H -1.370366 0.816614 1.172415  0.053
H -2.988014 0.565396 1.523512  0.074
F 1.234605 4.246007 -1.887027  0.086
C -0.008356 4.269123 -1.354248  -0.287
F 0.085334 4.982767 -0.200100  0.094
C -0.547760 2.870209 -1.077258  -0.429
F 0.202681 2.224222 -0.145159  0.109
F -1.795275 2.997022 -0.522997  0.094
C -0.692863 1.975235 -2.316686  -0.048
O 0.372503 1.049538 -2.552972  0.038
C 1.497355 1.578231 -3.253599  -0.475
F 1.183777 2.801875 -3.742425  0.120
F 1.665535 0.775354 -4.339154  0.138
C 2.776953 1.581162 -2.409334  -0.250
F 2.630784 2.317936 -1.278213  0.086
F 3.816102 2.129509 -3.095177  0.083
H -0.666964 4.821383 -2.030460  0.178
H -1.568242 1.338287 -2.138875  0.152
H -0.949220 2.543755 -3.219099  0.149
H 3.056542 0.564411 -2.115275  0.183
F 7.834605 4.702529 0.721669  0.084
C 6.591644 4.725644 1.254448  -0.290
F 6.685334 5.439288 2.408595  0.091
C 6.052240 3.326731 1.531438  -0.428
F 6.802681 2.680744 2.463537  0.125
F 4.804725 3.453544 2.085699  0.102
C 5.907137 2.431757 0.292010  -0.057
O 6.972503 1.506060 0.055724  0.032
C 8.097355 2.034752 -0.644903  -0.477
F 7.783777 3.258397 -1.133729  0.123
F 8.265535 1.231876 -1.730458  0.136
C 9.376953 2.037684 0.199362  -0.264
F 9.230784 2.774458 1.330482  0.087
F 10.416102 2.586030 -0.486482  0.093
H 5.933036 5.277905 0.578236  0.176
H 5.031758 1.794809 0.469820  0.146
H 5.650780 3.000276 -0.610403  0.141
H 9.656542 1.020933 0.493421  0.176
F 3.497520 4.129552 -6.778188  0.086
C 4.249307 3.606431 -5.782949  -0.294
F 4.865165 4.657671 -5.178189  0.095
C 5.278324 2.605601 -6.296857  -0.426
F 6.182287 3.201194 -7.119894  0.125
F 6.000542 2.149107 -5.224665  0.101
C 4.688748 1.375045 -7.001377  -0.050
O 4.657644 1.422954 -8.431233  0.033
C 3.533547 2.096245 -8.995834  -0.472
F 2.622331 2.336420 -8.022906  0.121
F 2.951950 1.199415 -9.837716  0.138
C 3.924471 3.357871 -9.774062  -0.264
F 4.570217 4.254757 -8.985239  0.090
F 2.825140 3.994151 -10.261418  0.095
H 3.582783 3.147511 -5.047315  0.143
H 5.359192 0.536728 -6.774798  0.152
H 3.722272 1.071512 -6.580577  0.141
H 4.582053 3.113670 -10.614525  0.146
F 9.241085 3.706658 -14.633864  0.084
C 10.140241 4.523120 -14.038676  -0.291
F 11.342418 4.248233 -14.612549  0.092
C 10.205921 4.313260 -12.529941  -0.431
F 10.636883 3.061000 -12.221094  0.125
F 11.153020 5.164804 -12.022537  0.102
C 8.896161 4.595412 -11.779518  -0.051
O 8.090135 3.454490 -11.469082  0.035
C 7.220912 3.018040 -12.512945  -0.465
F 7.198458 3.951256 -13.494369  0.127
F 5.971528 3.014022 -11.974105  0.116
C 7.566401 1.616139 -13.028185  -0.260
F 8.832717 1.557692 -13.514664  0.090
F 6.743942 1.251987 -14.048897  0.095
H 9.886938 5.558239 -14.284409  0.175
H 9.180494 4.998601 -10.799620  0.153
H 8.309221 5.397571 -12.243547  0.147
H 7.477019 0.871021 -12.231169  0.178
F -7.776269 -7.906313 6.134864  0.088
C -6.833768 -6.975493 6.408006  -0.282
F -7.181881 -5.863758 5.705877  0.071
C -5.432771 -7.436638 6.021752  -0.426
F -5.327297 -7.634475 4.680481  0.124
F -4.555506 -6.424823 6.315379  0.086
C -4.938408 -8.690866 6.757096  -0.052
O -5.072910 -9.928440 6.051355  0.032
C -6.350150 -10.555718 6.155607  -0.477
F -7.078417 -9.929163 7.110408  0.122
F -6.108061 -11.806727 6.632780  0.138
C -7.079875 -10.647521 4.810529  -0.264
F -7.282563 -9.421085 4.264262  0.087
F -8.308821 -11.212560 4.956542  0.094
H -6.889695 -6.724661 7.471008  0.178
H -3.855414 -8.569756 6.883834  0.152
H -5.325930 -8.759026 7.781040  0.148
H -6.508770 -11.245576 4.093178  0.177
F -7.147134 0.742903 6.543276  0.082
C -6.676175 -0.209163 7.380597  -0.300
F -7.490462 -1.287821 7.227122  0.079
C -6.663445 0.250391 8.834312  -0.428
F -7.921140 0.500283 9.287112  0.125
F -6.193142 -0.782643 9.603230  0.101
C -5.772989 1.468363 9.120402  -0.052
O -6.437269 2.734596 9.176405  0.032
C -6.644362 3.372300 7.916987  -0.478
F -5.939912 2.716845 6.963721  0.120
F -6.068925 4.600335 8.027103  0.138
C -8.128355 3.526291 7.564549  -0.264
F -8.759108 2.325096 7.510558  0.087
F -8.285146 4.099574 6.340759  0.093
H -5.676090 -0.501496 7.048345  0.167
H -5.372842 1.329480 10.132430  0.151
H -4.883945 1.500230 8.478633  0.148
H -8.646064 4.145666 8.303993  0.176

Atoms 1-3, force components in eV/Å:
0.158 0.629 -0.874
0.771 1.755 1.833
-1.345 -1.865 1.745

Calculated total energy: -7423.22664 a.u.
HOMO-LUMO gap: 8.7 eV

***

Entry 3:
A structure of composition C2H3ClO3P at a distorted geometry, computed with wB97M-V/def2-TZVPD.

Last column: Löwdin charge in e.
Atoms and positions in Å:
C 0.341903 -1.736933 1.172676  -0.220
C 0.992454 0.068709 -0.948322  -0.674
O -1.868042 -0.186403 -0.876203  -0.571
O -0.335809 -1.338188 2.013289  -0.048
O -1.108182 1.764710 0.532079  -0.425
P -0.910570 0.924467 -1.001028  0.515
Cl 1.779480 -0.021740 0.678735  0.469
H 0.725958 -0.965514 -1.015582  -0.055
H 1.719600 0.482181 -1.689336  0.010
H -1.336794 1.008712 1.133688  0.000

Atoms 1-3, force components in eV/Å:
-2.181 -0.919 1.607
-0.815 0.845 0.787
-0.881 -2.193 0.221

Calculated total energy: -1105.31685 a.u.
Net charge: -1
HOMO-LUMO gap: 6.7 eV

***

Q: Among the records above, which one has the lowest HOMO-LUMO gap?
A: C2H3ClO3P

***

Q: HOMO-LUMO gap of number 2 (C46H53F49N4O7)?
A: 8.7 eV

***

Q: calculated total energy of number 3 (C2H3ClO3P)?
A: -1105.31685 a.u.